(1)
Formula: C24H40BCa2Cl2F2KO5P
Source: OMol25
Level of theory: wB97M-V/def2-TZVPD

**DFT total energy**: -129396.1263 eV
**Orbital gap**: 1.1 eV

The geometry in ORCA input format:
```
! wB97M-V def2-TZVPD RIJCOSX def2/J DEFGRID3
* xyz 1 1
Ca 4.4733 3.4663 2.0928
Ca -10.9958 -4.9954 0.9909
K 3.8801 -3.1600 0.1954
Cl 0.5860 -6.4604 -0.0806
Cl -12.5497 -3.3466 4.3080
P 0.9010 -4.4028 -0.4631
F -6.2631 -5.4237 -3.1410
F 5.9468 0.7951 1.1956
O 2.6258 -4.2154 -0.6825
O -6.7979 -5.2534 6.0538
O 6.7290 7.7598 -1.9387
O -6.2412 -2.3626 2.0020
O -10.9010 -4.2792 3.7863
C -2.4492 -3.6761 -1.5899
C -8.4644 -2.9272 1.5317
C 7.4555 7.9468 -3.1635
C 4.6923 4.4439 0.0045
C -9.6325 -3.4064 1.9817
C -2.8633 -4.9737 -2.3686
C 4.5906 1.7121 -1.5395
C -9.8060 -3.8271 3.3784
C -5.9244 -6.0925 5.3101
C -7.3005 -2.7980 2.4212
C 5.7869 3.3721 0.0760
C 6.6017 9.0295 -1.2810
C -4.6095 -4.0111 -0.0497
C -7.4729 -3.2154 3.8202
C -5.0218 -5.3260 -0.7955
C 4.9027 5.4331 -1.1305
C 7.5326 9.9890 -1.9955
C -8.6445 -3.6946 4.2667
C 5.8835 2.4706 -1.1634
C 4.1051 0.7334 -0.4863
C -1.1319 -2.8326 -1.9515
C -4.1123 -5.8008 -1.9788
C 7.5285 9.4412 -3.4055
C -3.3542 -3.1837 -0.4166
B 0.1279 -3.8663 -2.1582
H 6.6299 9.7789 -3.9320
H -6.6083 -3.1155 4.4634
H 4.1083 6.1832 -1.1229
H -0.8581 -2.1608 -1.0437
H -5.8669 -5.7216 4.2862
H 6.8451 8.9203 -0.2211
H -0.1432 -4.8757 -2.7268
H 0.9346 -3.3098 -2.8595
H 8.4540 7.5175 -3.0293
H -5.9574 -5.9276 -0.5304
H -3.1358 -2.2447 0.1852
H -8.7854 -4.0055 5.2938
H -4.3217 -6.7429 -2.5992
H 5.6281 2.7551 0.9718
H 3.8582 1.2364 0.4550
H 3.0177 -5.1384 -0.5977
H 7.2074 11.0282 -1.9266
H 3.7890 2.4249 -1.7636
H 4.7797 1.1566 -2.4631
H -1.2921 -2.1062 -2.8278
H -2.1963 -5.3306 -3.2192
H -4.9275 -6.0752 5.7567
H -10.4957 -3.5037 1.3388
H 6.7555 3.8650 0.2256
H 8.3994 9.7347 -3.9934
H 4.8635 -0.0231 -0.2824
H 4.6760 4.9971 0.9561
H 3.7016 3.9733 -0.0910
H 5.5578 9.3491 -1.3684
H -8.3237 -2.6161 0.5030
H 6.1908 3.0692 -2.0255
H 6.6879 1.7485 -0.9948
H -6.8309 -5.6026 6.9537
H 6.9534 7.4141 -3.9741
H 5.8582 5.9488 -1.0175
H -5.2823 -3.6261 0.7936
H -6.3120 -7.1143 5.3029
H 8.5400 9.9168 -1.5727
H 4.8873 4.9383 -2.1028
H 3.2006 0.2223 -0.8355
*
```

(2)
Formula: C24H40BCl5F6N2O7P
Source: OMol25
Level of theory: wB97M-V/def2-TZVPD

**DFT total energy**: -131724.6920 eV
**Orbital gap**: 8.6 eV

The geometry in ORCA input format:
```
! wB97M-V def2-TZVPD RIJCOSX def2/J DEFGRID3
* xyz 1 1
Cl 8.8778 3.1226 -0.7815
Cl 8.0469 3.6535 1.9388
Cl 8.3200 0.9258 1.0177
Cl -1.2206 -0.4795 -1.0451
Cl 10.6735 2.5637 1.4156
P -0.7587 3.9005 2.1398
F 1.5327 -2.9702 0.3498
F 2.7349 -1.2307 2.0354
F 6.9719 -0.9958 1.1214
F 0.0858 -2.6050 -2.6570
F 1.2815 -4.0619 -1.7199
F 2.1923 -2.4733 -2.8281
O -2.2652 3.6531 1.5202
O 2.8127 1.4699 -1.0660
O -0.9273 4.7125 3.3534
O 1.4313 0.2100 -2.4687
O -1.5958 -0.4413 1.7351
O -0.8193 -2.9503 -0.0461
O 0.2269 4.7295 1.1176
N 2.2202 -0.9115 -0.2980
N -2.2372 -0.9694 4.0300
C -0.2796 -1.6533 -0.0601
C -2.1875 -3.0575 0.3393
C -6.0230 -3.8903 -2.2361
C 4.8453 -0.6038 0.0310
C 0.4499 5.6193 -1.1469
C -1.9040 -0.7541 2.9830
C 0.1051 4.3548 -0.2696
C 1.2078 -1.9624 -0.5689
C 8.9817 2.5654 0.8987
C -2.6861 -3.9430 -2.0722
C 5.6289 -1.3606 1.1759
C 0.2978 1.4501 1.3717
C 2.1663 -0.3760 1.0911
C -4.9974 -1.7915 -1.1411
C -0.0377 2.2659 2.6736
C 0.7599 -0.0336 1.6537
C -5.4724 -3.2537 -0.8966
C 1.2120 -2.7359 -1.9299
C -2.9290 4.9061 1.2282
C -3.4220 5.0169 -0.2539
C -4.4672 -4.1759 -0.1251
C -0.3419 -1.1338 1.4236
C -2.9628 -4.1017 -0.5468
C 3.6624 -1.3984 -0.5722
B 2.1425 0.2885 -1.2741
H -4.4117 5.5235 -0.2113
H -3.8143 4.9928 1.8821
H 3.8052 -2.4765 -0.3855
H 2.0597 0.0821 -3.2027
H 5.2483 -1.0923 2.1763
H -0.5478 1.5454 0.6685
H -2.5237 -2.8915 -2.3927
H 5.6363 -0.5006 -0.7509
H -6.3746 -3.1738 -0.2442
H 0.8294 3.5699 -0.5851
H -1.7104 -4.4460 -2.2695
H -5.9007 -1.2174 -1.4601
H 5.5211 -2.4431 0.9506
H -2.2291 -3.4912 1.3704
H 0.0357 6.5024 -0.6300
H 0.0459 5.4923 -2.1727
H 3.7951 -1.2696 -1.6733
H 0.9125 2.4562 3.2088
H -0.2544 -1.9780 2.1372
H -3.5584 4.0372 -0.7523
H -4.2956 -1.7103 -1.9974
H 1.5519 5.6441 -1.2431
H 1.1644 1.9666 0.8904
H -2.7683 5.6509 -0.8872
H -4.5516 -3.9290 0.9621
H -4.6308 -1.2725 -0.2309
H 2.7195 0.5711 1.2298
H -6.1218 -4.9872 -2.1670
H 4.6600 0.4366 0.3516
H -2.5145 -5.0839 -0.2617
H -7.0195 -3.4185 -2.3902
H 0.9035 -0.0287 2.7616
H -4.8179 -5.2277 -0.2136
H -2.2633 5.7792 1.4060
H -2.8100 -2.1469 0.3681
H 3.3983 1.6910 -1.8095
H -3.4136 -4.4708 -2.7170
H -0.9099 4.0267 -0.5705
H -0.7885 1.7334 3.2880
H -5.3898 -3.5400 -3.0736
*
```

(3)
Formula: C24H40BCuO38S6
Source: OMol25
Level of theory: wB97M-V/def2-TZVPD

**DFT total energy**: -213667.3219 eV
**Orbital gap**: 9.8 eV

The geometry in ORCA input format:
```
! wB97M-V def2-TZVPD RIJCOSX def2/J DEFGRID3
* xyz 0 1
Cu -0.0328 21.1025 22.5946
S -4.7763 18.0582 13.7706
S 3.7573 24.0901 22.4840
S -0.8931 26.3539 13.9694
S 5.9743 19.4658 19.4064
S 4.1787 15.4464 20.5115
S -3.2124 21.4482 23.0391
O -5.0423 16.6250 13.7495
O -0.7948 22.0954 20.0073
O 0.5950 25.7631 14.1659
O 3.0427 16.0311 19.6169
O -3.6722 22.9680 23.0603
O -1.7818 21.4939 23.0522
O 2.3298 23.7632 22.4057
O -3.7684 21.0356 21.6124
O 1.4232 20.7331 21.5908
O -3.3705 18.2221 14.4970
O 6.3131 20.6094 18.6151
O -3.8921 20.7008 24.0529
O 4.1595 16.6363 21.6299
O -4.2403 18.3214 12.2598
O 4.1651 24.7533 23.6775
O 2.8709 22.0707 17.5540
O 4.4395 21.9505 16.0037
O 4.6569 22.8230 22.2144
O 4.2180 24.8851 21.1722
O -0.4094 27.8780 14.1098
O 5.6082 19.6222 20.7806
O 3.7275 14.2565 21.0745
O -1.2612 26.0749 12.6067
O -6.1277 23.1006 18.2742
O 0.5463 17.6856 13.3526
O 0.5447 21.5502 18.2928
O -1.6719 26.0460 15.0699
O 2.3265 20.6295 19.5774
O 2.1575 19.8321 17.3354
O 3.2992 19.2901 15.5424
O 2.0510 16.3285 14.3420
O 7.1431 18.4154 19.1257
O -6.0491 22.1899 16.1487
O -7.4168 21.3955 17.5826
O 2.7799 17.8486 13.0404
O -5.6920 19.0134 14.2146
O 4.8080 18.6420 18.7161
O 5.4227 15.5103 19.8212
C 2.3071 17.0847 20.1909
C 6.8086 17.6319 17.9799
C 0.9036 27.9183 14.4965
C -2.8926 17.8729 12.1559
C 1.6541 17.2817 13.4983
C 4.9003 22.6806 20.8123
C -2.3044 18.2405 13.5326
C 1.0582 15.5024 14.9505
C 1.4088 20.9891 20.3850
C -4.1798 22.2244 14.6104
C 3.1432 17.6681 21.3377
C -4.3598 23.3603 21.8300
C 0.2383 21.6856 19.5769
C -4.8075 22.9191 15.7605
C -6.4754 22.3127 17.4386
C -8.2317 21.3906 18.7606
C 4.7634 24.0923 20.1447
C -3.9979 22.2524 20.8000
C 0.6933 16.0058 16.3380
C 3.5709 21.4105 16.5935
C 1.5671 26.7485 13.8991
C 2.5110 19.1304 12.4837
C 2.9903 20.0521 16.4042
C 5.3345 17.9217 17.5856
B 1.9341 21.0996 18.1306
H -2.8281 16.7913 11.8995
H 0.9298 27.7648 15.5901
H -5.1257 23.9614 15.4556
H 1.5903 19.0058 11.8792
H -4.8772 22.0214 20.1689
H 1.5702 16.2438 16.9739
H -4.6372 22.6195 13.6766
H 7.1505 16.5937 18.2064
H 0.0891 16.9105 16.2513
H 5.6723 24.5523 19.9354
H 4.1157 24.0367 19.2155
H 2.0040 17.8437 19.4847
H 7.5018 17.9082 17.1602
H -1.9427 19.2675 13.3530
H 3.3865 19.4499 11.8720
H 5.2403 18.4479 16.7013
H 1.3990 16.5810 20.6460
H -7.4713 21.4435 19.5610
H 2.2778 19.8388 13.2194
H 0.0549 15.2855 16.9532
H -8.8585 20.5442 18.9130
H 3.6546 18.5497 21.0182
H -8.8719 22.2886 18.8478
H 1.4155 14.4602 14.9935
H 0.1359 15.5048 14.2666
H -3.8963 24.2791 21.4464
H 2.6135 17.8343 22.2426
H 2.5770 26.5460 14.3172
H 5.9566 22.4108 20.7455
H -3.1078 22.5599 20.2216
H -4.3289 21.1586 14.6389
H -1.4792 17.5487 13.7143
H 1.2247 28.9258 14.1386
H -5.4056 23.3491 22.0099
H -2.4003 18.4351 11.3420
H 1.7130 26.8415 12.8117
H -4.1311 22.9389 16.6629
H -3.1080 22.5015 14.6071
H 4.7657 16.9936 17.4671
H 4.3305 21.8977 20.2786
*
```

(4)
Formula: C24H40CaClN3O2SSe2
Source: OMol25
Level of theory: wB97M-V/def2-TZVPD

**DFT total energy**: -206581.1965 eV
**Relative energy (zero: lowest compared OMol25 entry of this formula, charge and spin)**: 0.00 kJ/mol
**Orbital gap**: 9.3 eV

The geometry in ORCA input format:
```
! wB97M-V def2-TZVPD RIJCOSX def2/J DEFGRID3
* xyz 2 1
Se -0.0946 -2.1641 -3.6107
Se 3.4745 -2.1755 -2.9623
Ca 1.3137 -0.8887 -1.2270
Cl 2.4446 2.9174 -2.6638
S 3.9976 1.1743 0.1041
O -1.7433 1.1302 1.5627
O 2.9851 0.0786 -0.2687
N -2.2695 -1.2658 1.0877
N -1.5221 -1.7448 2.1024
N -0.3757 -1.8250 0.1753
C 0.8446 2.5210 -2.1361
C -3.1737 1.0137 1.5625
C 2.5636 -3.1705 -4.3777
C 0.2022 3.2907 -1.1773
C -0.4020 -2.0798 1.5247
C -3.7480 1.4610 2.9492
C -5.2638 1.2394 3.0244
C -0.3220 -4.0059 -3.0318
C -1.0879 2.9626 -0.7945
C -3.7260 1.8682 0.4102
C -3.0729 0.6710 4.0778
C 0.1959 1.4340 -2.7053
C -1.5851 -1.3198 -0.0410
C -1.7660 1.8700 -1.3336
C 5.2153 0.8490 2.5040
C -3.4872 2.9551 3.1955
C -3.4833 -0.4999 1.3166
C 1.3460 -2.4358 -4.9062
C 3.8777 1.2996 1.9186
C -1.0991 1.1127 -2.2937
C 4.3163 -3.6832 -2.0657
C 5.6010 0.3424 0.1746
C -3.2170 1.5785 -1.0083
C 5.7406 -0.2400 1.5745
H -5.6161 1.5454 4.0099
H -3.7646 3.2003 4.2207
H 1.6010 -1.4419 -5.2757
H -1.6151 0.3038 -2.8008
H 5.1472 -1.1518 1.6697
H 5.6263 -0.3638 -0.6547
H 0.4164 -2.5268 2.0645
H -5.8126 1.8317 2.2921
H 3.2776 -3.3136 -5.1874
H -3.9917 -0.9528 2.1597
H 5.0791 0.4993 3.5264
H 0.6705 0.9020 -3.5255
H -1.9809 -0.9855 -0.9842
H -4.1173 -0.6374 0.4419
H -4.8131 1.7718 0.3898
H 6.3408 1.1228 -0.0183
H -1.5822 3.5910 -0.0651
H 4.9236 -3.2796 -1.2595
H -3.8148 2.1976 -1.6843
H -1.9980 0.8488 4.1152
H -2.4340 3.2423 3.0981
H -0.4136 -4.6377 -3.9116
H 3.5685 -4.3624 -1.6673
H -3.4977 0.9838 5.0317
H 5.9167 1.6841 2.5367
H -4.0765 3.5968 2.5416
H 6.7782 -0.4951 1.7849
H -1.2472 -4.0480 -2.4631
H 4.9592 -4.1951 -2.7756
H -3.4548 0.5545 -1.3104
H 0.5051 -4.3325 -2.4072
H -1.5244 1.9395 2.0376
H 3.0708 0.6070 2.1638
H -3.5288 2.9151 0.6391
H 3.5778 2.3099 2.1881
H 0.7015 4.1545 -0.7596
H -3.2216 -0.4053 3.9940
H -5.5489 0.1928 2.9037
H 0.9106 -2.9858 -5.7395
H 2.3033 -4.1502 -3.9807
*
```

(5)
Formula: C24H40N6O3OsS4
Source: OMol25
Level of theory: wB97M-V/def2-TZVPD

**DFT total energy**: -86429.0189 eV
**Orbital gap (alpha / beta)**: 6.8 / 6.8 eV

The geometry in ORCA input format:
```
! wB97M-V def2-TZVPD RIJCOSX def2/J DEFGRID3
* xyz 0 1
Os 0.5582 -0.9474 0.6388
S 0.1762 2.2936 -0.9061
S 2.2867 -0.8511 4.9340
S 0.1987 -1.7334 2.8999
S 1.9588 0.1050 2.0444
O -1.2217 2.3406 -1.3013
O 1.1041 2.1244 -2.0089
O 0.4287 1.3378 0.1988
N -1.5104 -1.0102 0.3984
N 2.6228 -0.6783 -2.3374
N 0.3985 -0.9071 -1.5540
N -2.4563 0.0522 2.2763
N 0.9916 -0.3029 -3.8040
N -3.4952 -1.7499 1.5522
C 0.7543 -4.2237 1.1492
C -0.1397 0.5243 -4.2453
C 1.2619 3.9414 1.0193
C 1.2757 -0.6274 -2.4893
C -4.0480 -2.7720 0.6886
C 1.2201 -2.9501 0.4410
C 0.3717 6.2505 -0.2275
C -1.8250 -1.6248 -0.8963
C 1.6199 -5.3994 0.6951
C 0.5276 3.8609 -0.1526
C 0.0797 5.0147 -0.7793
C 3.2969 -0.6024 -3.6164
C -0.7192 -4.5176 0.9121
C 1.5469 5.1855 1.5630
C 1.1069 6.3544 0.9514
C 1.5603 -0.8650 3.4875
C 2.2400 0.0427 -4.4838
C 3.3825 -1.1812 -1.2255
C -2.4330 -0.9051 1.3327
C -1.0169 -0.9254 -1.9572
C -4.3621 -1.1954 2.5839
C 1.3953 7.6980 1.5632
C -3.4079 -0.2704 3.3224
C -1.5523 1.1683 2.4265
H 2.9146 -0.9169 -0.2835
H -0.7064 0.9143 3.0726
H -1.4074 0.0846 -2.0685
H -1.0050 -5.4748 1.3535
H 2.3537 7.6976 2.0820
H -1.5866 -2.6911 -0.8943
H 2.6764 -5.2091 0.8927
H 2.1252 5.2464 2.4777
H 4.2036 -0.0028 -3.5342
H -2.8795 -1.4933 -1.1370
H -1.1758 1.4686 1.4552
H -0.9433 -4.5663 -0.1581
H -4.6395 -2.3585 -0.1334
H 2.3588 1.1299 -4.5033
H 0.0233 7.1514 -0.7189
H -2.1133 1.9907 2.8704
H 1.1930 -3.1380 -0.6395
H 1.4167 8.4804 0.8051
H 0.1792 1.0311 -5.1541
H -1.3366 -3.7396 1.3684
H 1.5066 -5.5751 -0.3792
H -5.2048 -0.6496 2.1427
H 4.3614 -0.7015 -1.2456
H 1.6078 3.0340 1.4972
H 3.5167 -2.2669 -1.2682
H -1.1268 -1.4753 -2.8944
H -3.8861 0.6359 3.6896
H -4.7505 -1.9943 3.2136
H 2.2821 -2.8292 0.6975
H -0.4008 1.2834 -3.5137
H -0.5000 4.9381 -1.6900
H 1.3395 -6.3178 1.2145
H 0.8926 -4.1069 2.2247
H 0.6265 7.9647 2.2918
H 3.5717 -1.6046 -3.9692
H -2.9085 -0.7746 4.1564
H -3.2734 -3.4175 0.2893
H -4.7074 -3.3879 1.2988
H -1.0101 -0.0773 -4.4970
H 2.2366 -0.3362 -5.5055
*
```

Q: Which value of DFT total energy does entry 1 give?
A: -129396.1263 eV